(1)
Below is an isolated molecule of C4H4N2OS in a non-equilibrium geometry, with properties calculated with ωB97M-V/def2-TZVPD.

The geometry in XYZ format:
```
12
Properties=species:S:1:pos:R:3:forces:R:3
H 2.59541 -0.35423 -1.68307 0.10 -0.26 -0.25
N 2.30270 0.20996 -0.89774 -0.49 0.20 0.24
C 1.08962 -0.05275 -0.61223 0.45 -0.04 0.09
C 0.41373 0.62995 0.48399 -1.04 -0.43 0.06
C -0.86677 0.31493 0.76917 0.99 0.41 0.00
S -1.91379 0.97366 2.01739 -0.41 -0.49 -0.31
O -1.53825 -0.63277 0.06072 -0.31 -0.04 -0.01
C -0.86227 -1.24157 -0.94090 0.58 -0.25 -0.37
N 0.33675 -1.04265 -1.30134 -0.53 0.12 0.14
H 0.95061 1.35727 1.05755 0.15 0.23 0.12
H -1.02095 1.82497 2.47644 0.46 0.39 0.18
H -1.48680 -1.98676 -1.42997 0.06 0.16 0.11
```
Positions in Å, forces in eV/Å.

Summary:
Orbital gap: 9.42 eV
Multiplicity: 1

Just the natural (NBO) charges please, in e? Sure, here they are: 0.3441, -0.6392, 0.3598, -0.3607, 0.1900, 0.0799, -0.4721, 0.4259, -0.4909, 0.2414, 0.1338, 0.1881



(2)
Below is an isolated molecule of C4H4N2OS in a non-equilibrium geometry, with properties calculated with ωB97M-V/def2-TZVPD.

The geometry in XYZ format:
```
12
Properties=species:S:1:pos:R:3:forces:R:3
S -1.50254 -1.30905 0.90263 -3.18 -2.14 2.59
C -0.71823 -0.26162 0.11053 1.68 2.19 -2.53
O -1.18930 1.00362 -0.29093 2.95 -1.99 0.08
N -0.08745 1.84111 -0.62032 0.11 1.65 -0.15
C 1.13585 1.50142 -0.79551 0.23 0.37 -0.58
C 1.71526 0.13952 -0.76052 -0.93 -1.79 0.02
C 1.63087 -0.58146 0.56520 -1.95 2.54 1.58
N 0.53895 -0.71593 -0.31652 0.80 -0.25 -1.61
H 1.79794 2.36542 -1.00057 -0.63 -0.45 0.05
H 2.40872 -0.49087 -1.56896 -2.00 2.50 1.94
H 1.35763 -0.27389 1.61238 0.43 0.97 -1.30
H 2.24780 -1.34828 0.68211 2.50 -3.60 -0.08
```
Positions in Å, forces in eV/Å.

Summary:
Orbital gap: 9.14 eV
Multiplicity: 1

Just the natural (NBO) charges please, in e? Sure, here they are: 0.0670, 0.2528, -0.3237, -0.1025, 0.0172, -0.1572, -0.2030, -0.4445, 0.2182, 0.2642, 0.2173, 0.1942



(3)
Below is an isolated molecule of C4H4N2S in a non-equilibrium geometry, with properties calculated with ωB97M-V/def2-TZVPD.

The geometry in XYZ format:
```
11
Properties=species:S:1:pos:R:3:forces:R:3
S -2.22978 -0.10452 0.01815 -0.20 0.59 -0.06
C -0.46773 0.00322 -0.06150 -0.13 0.33 0.43
C 0.25984 1.19796 -0.03253 0.99 0.91 0.13
N 1.60165 1.19563 -0.01223 -0.32 -0.69 0.24
C 2.23077 0.00134 0.03776 -1.73 0.33 -0.29
C 1.47508 -1.17215 0.01016 -0.51 1.08 0.06
N 0.13570 -1.17233 -0.04027 0.59 0.08 -0.09
H -2.51020 1.22692 0.14163 0.31 -0.60 -0.11
H -0.17625 2.22198 0.03978 0.01 -1.11 -0.27
H 3.29883 0.00837 0.09978 0.41 -0.04 -0.02
H 1.91481 -2.13020 0.07258 0.59 -0.87 -0.02
```
Positions in Å, forces in eV/Å.

Summary:
Orbital gap: 9.39 eV
Multiplicity: 1

Just the natural (NBO) charges please, in e? Sure, here they are: 0.0604, 0.0274, -0.0300, -0.3610, -0.0375, 0.0096, -0.4083, 0.1271, 0.2069, 0.2058, 0.1996



(4)
Below is an isolated molecule of C4H4N2S2 in a non-equilibrium geometry, with properties calculated with ωB97M-V/def2-TZVPD.

The geometry in XYZ format:
```
12
Properties=species:S:1:pos:R:3:forces:R:3
S -2.36123 -0.00456 0.98444 0.08 -0.06 -0.09
C -1.28326 0.00487 -0.19663 1.36 0.13 0.64
C -1.45308 -0.03773 -1.63401 -1.29 -0.27 -0.96
N -0.37092 0.22737 -2.26214 -0.62 -0.64 -0.16
N 0.71006 0.32598 -1.30991 0.37 0.38 0.56
C 0.24107 0.23058 -0.13092 -1.34 -0.05 0.85
C 0.96490 0.38709 1.17933 0.79 0.58 -1.05
S 1.53457 -1.20730 1.86434 0.58 -0.25 -1.26
H -2.45004 -0.26409 -2.08127 1.15 0.47 0.02
H 1.87676 0.99729 0.93906 -0.98 -0.28 0.65
H 0.27476 0.86622 1.91031 0.72 -0.32 -0.43
H 2.31641 -1.52571 0.73742 -0.82 0.30 1.25
```
Positions in Å, forces in eV/Å.

Summary:
Orbital gap: 7.07 eV
Multiplicity: 1

Just the natural (NBO) charges please, in e? Sure, here they are: 0.2347, -0.2480, -0.0203, -0.1871, -0.2500, 0.1937, -0.5799, -0.0177, 0.2232, 0.2509, 0.2564, 0.1443



(5)
Below is a cluster of 2 separate species, C4H4N2S2 in total in a non-equilibrium geometry, with properties calculated with ωB97M-V/def2-TZVPD.

The geometry in XYZ format:
```
12
Properties=species:S:1:pos:R:3:forces:R:3
C -0.74064 1.03974 -0.16769 2.83 1.29 -0.81
C 0.33333 1.96102 -0.48712 -3.38 1.19 -0.66
C -0.05117 -0.12212 0.13583 0.45 -0.25 0.42
C -0.48152 -1.38924 0.49514 -1.66 -1.82 -1.08
N 1.52429 1.38816 -0.35699 0.05 1.62 -0.60
N 1.28893 0.16622 -0.00646 2.27 -1.41 1.09
S -2.59561 -2.48547 -0.87164 1.09 0.70 0.93
S 0.50110 -2.72676 0.77508 -2.10 -0.13 0.16
H -1.75632 1.31336 -0.30920 -0.69 -0.47 0.26
H -0.00915 3.01391 -0.90293 1.86 -2.18 1.03
H 2.15811 -0.40690 0.28009 -2.36 1.05 -0.71
H -0.67005 -3.53233 0.84173 1.64 0.41 -0.02
```
Positions in Å, forces in eV/Å.

Summary:
Orbital gap (alpha / beta): 6.89 / 6.71 eV
Multiplicity: 1

Just the natural (NBO) charges please, in e? Sure, here they are: -0.1787, -0.0812, -0.1212, -0.1395, -0.1927, -0.2910, -0.2612, 0.1499, 0.2507, 0.2305, 0.4269, 0.2075



(6)
Below is a cluster of 2 separate species, C4H4N2S3 in total in a non-equilibrium geometry, with properties calculated with ωB97M-V/def2-TZVPD.

The geometry in XYZ format:
```
13
Properties=species:S:1:pos:R:3:forces:R:3
C -0.98892 -0.01183 -1.35955 0.05 0.37 0.22
C -0.70006 -2.70951 1.80975 -0.32 -0.39 0.92
C 0.45179 1.93722 -0.81187 -0.75 0.79 0.91
C -0.59091 0.92702 -0.38091 -1.29 1.96 2.71
N -1.11440 -0.71771 -2.24297 -0.43 -1.05 -0.99
N 0.75490 0.87458 0.12084 -0.13 0.83 0.04
S -0.08733 -4.11754 1.57504 0.03 0.50 -0.40
S -1.41136 -1.42251 2.32866 0.31 -0.09 -0.55
S 1.77458 -0.43744 -0.21240 -0.78 -0.16 -3.42
H 0.72548 1.78951 -1.83036 0.48 0.21 -0.64
H 0.38078 3.00410 -0.41791 0.30 -1.65 -0.52
H -1.31992 1.26913 0.45728 0.95 -0.92 -1.87
H 2.12537 -0.38502 0.96442 1.58 -0.41 3.61
```
Positions in Å, forces in eV/Å.

Summary:
Orbital gap: 9.38 eV
Multiplicity: 1

Just the natural (NBO) charges please, in e? Sure, here they are: 0.2464, -0.3610, -0.2117, -0.2027, -0.2857, -0.5301, 0.2031, 0.1577, 0.2161, 0.2082, 0.2178, 0.2461, 0.0956



(7)
Below is the ion C4H4N3O5S with charge -1 in a non-equilibrium geometry, with properties calculated with ωB97M-V/def2-TZVPD.

The geometry in XYZ format:
```
17
Properties=species:S:1:pos:R:3:forces:R:3
C -0.96598 -0.87704 1.11112 -0.29 -1.29 0.54
C -2.57698 -2.40204 2.21802 -1.54 0.70 -1.23
C -0.16523 -2.04486 -0.81962 -0.53 -1.55 -0.57
C 0.53120 0.34154 -0.40725 1.16 0.40 -0.19
N -1.57639 -1.87186 1.73265 2.10 1.42 -1.61
N -0.26761 -0.85881 -0.08147 -1.25 0.53 -0.36
N -2.63108 -3.42181 3.15414 0.56 -0.98 1.75
O -2.99107 -4.55164 2.85892 0.13 0.16 -0.83
O 0.71410 -1.76170 -4.82188 0.36 -0.11 1.56
O -2.48529 -3.08030 4.33264 0.11 0.51 -0.04
O 1.90240 -0.45569 -3.04139 -0.50 -0.65 -1.13
O 0.18807 -1.98629 -2.04808 -0.32 -1.01 1.61
S 0.62269 -0.94216 -3.60878 0.51 2.25 -1.04
H -0.93824 0.04984 1.67612 0.18 0.00 -0.02
H 1.18078 0.33259 0.45552 1.04 0.59 -0.09
H 1.12423 0.24351 -1.39073 -1.04 -0.26 1.77
H 0.07525 1.34668 -0.39534 -0.69 -0.69 -0.12
```
Positions in Å, forces in eV/Å.

Summary:
Total charge: -1
Orbital gap (alpha / beta): 6.90 / 6.90 eV
Multiplicity: 1

Just the natural (NBO) charges please, in e? Sure, here they are: 0.3197, 0.2333, 0.3430, -0.4829, -0.3879, -0.4809, 0.4358, -0.4079, -0.9310, -0.4494, -0.9846, -0.7511, 1.6829, 0.1869, 0.1875, 0.2927, 0.1939



(8)
Below is an isolated molecule of C4H4N4 in a non-equilibrium geometry, with properties calculated with ωB97M-V/def2-TZVPD.

The geometry in XYZ format:
```
12
Properties=species:S:1:pos:R:3:forces:R:3
C 1.00384 1.08916 -0.82139 -3.76 2.21 0.41
C 1.54556 0.02575 0.20248 0.15 -0.63 -1.55
N 0.90543 -0.71073 1.06654 4.44 0.84 -0.17
N -0.11661 -0.29900 1.82230 -5.05 1.43 -5.21
C -1.21344 -0.15119 0.98522 1.78 0.35 3.51
C -1.25857 -0.76162 -0.38308 0.54 -2.52 -1.79
N -0.58407 -0.44644 -1.48152 -2.81 0.00 3.18
N -0.12404 0.88643 -1.49567 3.16 -1.24 1.45
H 1.19113 2.24659 -0.94234 0.69 -2.54 0.71
H 2.59129 -0.26697 -0.13927 -1.50 -0.35 0.72
H -2.10960 0.26705 1.50142 0.62 -0.68 -0.63
H -1.83093 -1.87902 -0.31468 1.73 3.14 -0.62
```
Positions in Å, forces in eV/Å.

Summary:
Orbital gap: 9.19 eV
Multiplicity: 1

Just the natural (NBO) charges please, in e? Sure, here they are: -0.0283, 0.0219, -0.2300, -0.1644, -0.0412, -0.0089, -0.2180, -0.2156, 0.2337, 0.2036, 0.2205, 0.2267



(9)
Below is an isolated molecule of C4H4N4 in a non-equilibrium geometry, with properties calculated with ωB97M-V/def2-TZVPD.

The geometry in XYZ format:
```
12
Properties=species:S:1:pos:R:3:forces:R:3
C -0.06100 -1.06103 -1.57168 -2.88 1.90 2.22
C -1.09454 -1.03057 -0.51255 4.48 3.12 -0.81
C -0.48305 0.04390 0.24001 -3.65 -3.66 0.50
N -0.40682 0.23934 1.56098 4.89 3.58 -2.20
N 0.66192 1.19148 1.78770 0.27 -1.66 -2.47
C 1.28997 1.19848 0.59653 0.93 3.92 1.81
N 0.57312 0.61911 -0.38294 -2.74 -2.00 2.54
N 0.83439 -0.04579 -1.44723 1.46 -2.96 -5.07
H -0.33319 -1.71467 -2.37752 1.35 0.10 -0.87
H -1.99425 -1.57775 -0.36251 -0.14 -0.32 0.17
H -1.06024 0.16578 2.22378 -2.95 -0.32 2.85
H 2.07370 1.97173 0.24544 -1.02 -1.70 1.33
```
Positions in Å, forces in eV/Å.

Summary:
Orbital gap: 9.13 eV
Multiplicity: 1

Just the natural (NBO) charges please, in e? Sure, here they are: -0.0062, -0.4208, 0.3142, -0.3839, -0.2397, 0.1574, -0.1864, -0.3218, 0.2152, 0.2385, 0.4029, 0.2306



(10)
Below is an isolated molecule of C4H4N4 in a non-equilibrium geometry, with properties calculated with ωB97M-V/def2-TZVPD.

The geometry in XYZ format:
```
12
Properties=species:S:1:pos:R:3:forces:R:3
N 2.69960 1.83643 0.19363 -4.42 -3.33 -1.33
C 1.73826 1.14722 -0.02092 0.99 3.55 1.58
C 0.52519 0.15580 0.03261 3.68 2.12 -0.08
N 1.29503 -1.01718 0.18517 2.19 0.41 -3.60
C -0.83088 0.21651 0.00128 3.24 -2.57 1.23
N -1.32208 -1.11710 0.18536 -0.97 0.46 -2.65
C -1.57063 1.36274 -0.01024 -1.74 6.03 0.58
N -1.95594 2.47874 0.09369 0.70 -3.56 -0.54
H 0.79243 -1.66965 -0.37489 -0.74 -1.63 0.37
H 2.16798 -0.84417 -0.54432 -2.25 -0.66 2.86
H -1.83555 -1.25452 1.06802 -0.30 -0.08 -1.35
H -1.70340 -1.29481 -0.80937 -0.39 -0.73 2.93
```
Positions in Å, forces in eV/Å.

Summary:
Orbital gap: 9.37 eV
Multiplicity: 1

Just the natural (NBO) charges please, in e? Sure, here they are: -0.2756, 0.2161, 0.2018, -0.7412, -0.0836, -0.8531, 0.2223, -0.2550, 0.3828, 0.3798, 0.4095, 0.3964